Record 1
C8H7NO2S in the gas phase. Source: OMol25; level of theory: ωB97M-V/def2-TZVPD.

Summary:
Kohn-Sham gap (eV): 8.0
SMILES: O=S1(=O)C=CC=C1n1cccc1
Energy above the lowest of the compared OMol25 structures with the same formula, charge and spin (kJ/mol): 243.4
Energy (hartree): -912.328558

Geometry as ORCA input:
```
! RIJCOSX wB97M-V def2-TZVPD def2/J DEFGRID3
* xyz 0 1
O -0.72686 2.84952 0.69990
S -1.61228 1.77227 1.02242
O -2.22309 1.73577 2.31989
C -2.92913 1.53595 -0.22356
C -2.71275 0.39496 -0.87224
C -1.51933 -0.37561 -0.71702
C -0.61920 0.12128 0.17660
N 0.73179 -0.02157 0.35363
C 1.45448 -0.87665 -0.48088
C 2.69584 -0.89420 0.04313
C 2.79664 0.04310 1.07831
C 1.49939 0.51671 1.32535
H -3.79569 2.23173 -0.36835
H -3.39897 -0.02797 -1.57625
H -1.31783 -1.39812 -0.91732
H 0.89653 -1.25180 -1.31825
H 3.50809 -1.53730 -0.24009
H 3.69635 0.54319 1.47059
H 1.16335 1.43939 1.85472
*
```

***

Record 2
C8H7NS in the gas phase. Source: OMol25; level of theory: ωB97M-V/def2-TZVPD.

Summary:
Kohn-Sham gap (eV): 8.9
SMILES: c1ccc2c(c1)N[C@H]1S[C@@H]21
Energy above the lowest of the compared OMol25 structures with the same formula, charge and spin (kJ/mol): 100.1
Energy (hartree): -761.893912

Geometry as ORCA input:
```
! RIJCOSX wB97M-V def2-TZVPD def2/J DEFGRID3
* xyz 0 1
C -1.90170 -1.20265 -0.02671
C -1.25942 -1.61839 1.12342
C 0.01945 -1.09588 1.34504
C 0.45771 -0.03929 0.56088
C -0.29154 0.34753 -0.58287
C -1.56103 -0.18743 -0.88529
N 0.46259 1.19290 -1.36454
C 1.66876 1.58919 -0.95739
S 1.91479 2.43818 0.56941
C 1.74811 0.61841 0.66873
H -2.91616 -1.66545 -0.06735
H -1.97453 -2.22782 1.69452
H 0.42852 -1.55130 2.30341
H -2.12128 0.30546 -1.62119
H 0.06596 1.32916 -2.23303
H 2.63144 1.60482 -1.57434
H 2.62833 0.16256 1.04732
*
```

***

Record 3
2 unconnected molecules or ions with the total composition C8H8. Source: OMol25; level of theory: ωB97M-V/def2-TZVPD.

Summary:
Kohn-Sham gap (eV): 10.4
SMILES: c1ccccc1.C#C
Energy above the lowest of the compared OMol25 structures with the same formula, charge and spin (kJ/mol): 315.5
Energy (hartree): -309.493617

Geometry as ORCA input:
```
! RIJCOSX wB97M-V def2-TZVPD def2/J DEFGRID3
* xyz 0 1
C 1.83774 0.10796 -0.11182
C 1.25928 0.19112 1.15547
C 0.15805 0.97546 1.43912
C -0.36381 1.76712 0.38140
C 0.12024 1.78254 -0.93646
C 1.15679 0.77916 -1.13426
H 2.71788 -0.46523 -0.30600
H 1.66842 -0.34968 2.06248
H -0.40375 0.81793 2.49680
H -1.29286 2.45272 0.42952
H -0.40128 2.18978 -1.83968
H 1.40427 0.66339 -2.24745
C -1.78592 -2.10889 -0.30816
C -2.26242 -3.30523 -0.43745
H -1.22675 -1.21384 0.06820
H -2.58588 -4.28431 -0.71170
*
```

***

Record 4
A molecular structure, C8H8. Source: OMol25; level of theory: ωB97M-V/def2-TZVPD.

Summary:
Kohn-Sham gap (eV): 10.0
Energy above the lowest of the compared OMol25 structures with the same formula, charge and spin (kJ/mol): 471.0
Energy (hartree): -309.434388

Geometry as ORCA input:
```
! RIJCOSX wB97M-V def2-TZVPD def2/J DEFGRID3
* xyz 0 1
C 3.13645 -0.56022 0.37216
C 2.19903 0.03914 -0.12536
C -0.84451 1.54935 0.28652
C 0.40645 1.70280 -0.06463
C -0.49296 -0.66047 -0.25890
C -0.25124 -1.90464 0.07809
C -1.56085 0.29988 0.07028
C 0.99569 0.55920 -0.66688
H 4.13611 -0.89664 0.39810
H -1.50422 2.35215 0.62921
H 0.83008 2.67764 0.02466
H 0.64549 -2.30188 -0.00650
H -1.08455 -2.58852 0.24024
H -2.15245 -0.15173 0.89382
H -2.16655 0.41781 -0.93148
H 1.38429 0.47481 -1.69818
*
```

***

Record 5
C8H8 in the gas phase. Source: OMol25; level of theory: ωB97M-V/def2-TZVPD.

Summary:
Kohn-Sham gap (eV): 8.1
Energy above the lowest of the compared OMol25 structures with the same formula, charge and spin (kJ/mol): 665.6
Energy (hartree): -309.360285

Geometry as ORCA input:
```
! RIJCOSX wB97M-V def2-TZVPD def2/J DEFGRID3
* xyz 0 1
C 1.21230 -0.93384 -0.44766
C 2.26562 -0.84628 0.29065
C -0.12188 -0.38000 -0.18560
C -1.35463 -0.99639 -0.12138
C 0.36623 1.05786 -0.13467
C 2.90129 0.36567 0.51729
C 1.86259 0.60593 -0.45636
C -2.70175 -0.41854 0.21457
H -1.41677 -2.11916 -0.13389
H 0.00864 1.69484 -0.79352
H 0.27382 1.60838 0.85838
H 3.76366 0.79676 0.94615
H 2.12093 0.75771 -1.48834
H -3.32567 -0.49333 -0.64475
H -2.55121 0.45491 0.77878
H -3.30317 -1.15450 0.80034
*
```

***

Record 6
A molecular structure, C8H8BeNO2Se4. Source: OMol25; level of theory: ωB97M-V/def2-TZVPD.

Summary:
Kohn-Sham gap (eV): 7.2
Energy above the lowest of the compared OMol25 structures with the same formula, charge and spin (kJ/mol): 97.8
Energy (hartree): -10135.118227

Geometry as ORCA input:
```
! RIJCOSX wB97M-V def2-TZVPD def2/J DEFGRID3
* xyz 1 1
Be -2.36567 -0.77891 -0.44406
Se -4.31867 -1.94895 1.55638
Se -4.11038 0.17923 2.47221
Se -5.20166 0.75238 0.46978
Se -3.37598 1.02517 -0.96185
C 0.90309 -1.47648 -2.21606
C 0.31723 -0.74423 -1.05877
O -0.88443 -0.94988 -0.79121
C 1.10337 0.18160 -0.26346
C 0.48183 0.95180 0.72918
C 1.22017 1.85003 1.47105
C 2.58498 1.98398 1.23703
C 3.21202 1.22452 0.25685
C 2.47634 0.33095 -0.49583
H 0.14310 -2.08613 -2.69461
H 1.72062 -2.11438 -1.87582
H 1.32106 -0.76793 -2.93242
H -0.58159 0.85551 0.90217
H 0.73961 2.45156 2.23000
H 3.16254 2.68783 1.82134
H 4.27285 1.33451 0.08074
H 2.97087 -0.25358 -1.25917
O -2.66203 -2.63413 1.52955
N -3.12924 -2.05448 0.23700
*
```

***

Record 7
2 unconnected molecules or ions with the total composition C8H8Cl2N2O. Source: OMol25; level of theory: ωB97M-V/def2-TZVPD.

Summary:
Kohn-Sham gap (alpha / beta) (eV): 7.7 / 7.7
Energy above the lowest of the compared OMol25 structures with the same formula, charge and spin (kJ/mol): 464.2
Energy (hartree): -1414.505711

Geometry as ORCA input:
```
! RIJCOSX wB97M-V def2-TZVPD def2/J DEFGRID3
* xyz 0 1
C -3.45336 3.05438 0.31562
C -3.70478 1.98400 0.85707
C -2.18177 -1.28613 1.01795
C -4.36655 -0.48000 0.57528
C -1.27810 -0.73151 0.17721
C 0.16544 -1.08052 0.65615
C 2.46220 -0.99394 0.07819
C -1.45383 0.24142 -0.92692
N -3.48700 -1.26953 0.77804
N 1.07270 -0.78352 -0.29226
O 0.36964 -1.43985 1.77742
Cl -5.86251 -0.51005 0.01750
Cl -0.99643 -0.69418 -2.52593
H -3.04706 4.01432 0.28365
H -1.71720 -2.07642 1.70753
H 2.54936 -1.27341 1.19886
H 3.03081 -1.72384 -0.65469
H 3.17431 -0.02983 -0.07625
H -2.40882 0.55010 -1.25386
H -0.78112 1.04918 -0.77436
H 0.77776 -0.90054 -1.29837
*
```

***

Record 8
A molecular structure, C8H8Cl3N5O2STl. Source: OMol25; level of theory: ωB97M-V/def2-TZVPD.

Summary:
Kohn-Sham gap (eV): 8.0
Energy above the lowest of the compared OMol25 structures with the same formula, charge and spin (kJ/mol): 0.0
Energy (hartree): -2685.300662

Geometry as ORCA input:
```
! RIJCOSX wB97M-V def2-TZVPD def2/J DEFGRID3
* xyz -1 1
Tl -0.13879 -2.65710 0.81922
Cl -1.19321 -0.90448 3.23190
C -0.50608 0.71083 2.98164
Cl -1.79494 1.78017 2.38526
Cl 0.09245 1.31242 4.54205
C 0.67375 0.73408 1.90463
O 1.28324 1.80296 1.88081
O 0.82619 -0.30247 1.20536
C -0.14841 0.86238 -2.35918
N 1.18683 0.53467 -1.91772
C 2.03813 1.55667 -1.30990
C 3.08462 0.73276 -0.55165
N 2.83322 -0.62097 -1.05495
C 1.63806 -0.70514 -1.68930
S 0.88145 -2.14815 -2.10929
H -0.10826 1.64128 -3.12349
H -0.74936 1.21607 -1.51733
H -0.61039 -0.02887 -2.77330
H 1.46167 2.16483 -0.61716
H 2.47447 2.19426 -2.08389
H 2.90369 0.79710 0.52031
H 4.10396 1.04583 -0.77132
H 3.14333 -1.42783 -0.54534
N -2.39938 -2.02406 0.19937
C -3.56789 -1.93393 0.20484
N -4.83286 -1.78759 0.11273
C -5.82117 -2.13560 0.89766
N -6.75432 -2.41013 1.53803
*
```

***

Record 9
C8H8ClNO in the gas phase. Source: OMol25; level of theory: ωB97M-V/def2-TZVPD.

Summary:
Kohn-Sham gap (alpha / beta) (eV): 7.9 / 7.9
Energy above the lowest of the compared OMol25 structures with the same formula, charge and spin (kJ/mol): 630.1
Energy (hartree): -899.597291

Geometry as ORCA input:
```
! RIJCOSX wB97M-V def2-TZVPD def2/J DEFGRID3
* xyz 0 1
C -2.34901 1.71201 -0.52780
C -0.83551 -2.74794 -0.59298
C -1.86718 -2.55214 0.18118
C 0.21907 -1.64739 -0.82359
C -0.40056 -0.30802 -1.13099
C -1.30469 1.58881 0.34090
C -0.04552 0.88605 -0.20824
C 0.76627 0.31168 0.97928
N -3.09042 2.03667 -1.36182
O 1.40012 -1.88590 -0.76547
Cl -2.47493 -1.13335 0.71658
H -0.42312 -3.76504 -0.94431
H 0.06174 -0.00366 -2.20816
H -1.53475 -0.24947 -1.35889
H -1.21262 1.92696 1.26833
H 0.63877 1.42296 -0.91466
H 1.29172 1.09548 1.69839
H 1.60113 -0.10194 0.57269
H 0.36467 -0.46909 1.62812
*
```

***

Record 10
C8H8ClNOSi in the gas phase. Source: OMol25; level of theory: ωB97M-V/def2-TZVPD.

Summary:
Kohn-Sham gap (eV): 9.6
SMILES: N#C[C@](Cl)(O[SiH3])c1ccccc1
Energy above the lowest of the compared OMol25 structures with the same formula, charge and spin (kJ/mol): 0.0
Energy (hartree): -1189.272181

Geometry as ORCA input:
```
! RIJCOSX wB97M-V def2-TZVPD def2/J DEFGRID3
* xyz 0 1
N 2.06706 -2.40575 1.31472
C 1.61138 -1.46709 0.85617
C 1.17878 -0.28507 0.15373
Cl 1.80038 -0.21719 -1.59057
O 1.78628 0.93273 0.93255
Si 2.93008 1.95376 0.26311
C -0.29149 -0.35753 0.07332
C -0.94314 -1.56195 0.15300
C -2.33112 -1.65635 -0.06281
C -3.12794 -0.57189 -0.31664
C -2.43805 0.61936 -0.49237
C -1.06091 0.75764 -0.19726
H 3.52143 2.77347 1.36181
H 3.82214 1.17047 -0.50059
H 2.15640 2.95995 -0.73130
H -0.31845 -2.48210 0.45053
H -2.74994 -2.65886 0.13910
H -4.15659 -0.71591 -0.34279
H -2.88212 1.59637 -0.80995
H -0.57416 1.61592 -0.65375
*
```

***

Record 11
C8H8F5NSi in the gas phase. Source: OMol25; level of theory: ωB97M-V/def2-TZVPD.

Summary:
Kohn-Sham gap (eV): 9.4
SMILES: C[Si@@](F)(N(F)c1ccccc1)C(F)(F)F
Energy above the lowest of the compared OMol25 structures with the same formula, charge and spin (kJ/mol): 21.3
Energy (hartree): -1153.236393

Geometry as ORCA input:
```
! RIJCOSX wB97M-V def2-TZVPD def2/J DEFGRID3
* xyz 0 1
C -2.75688 -1.66080 0.53531
Si -1.87728 -0.08778 0.48483
F -1.47969 0.57108 1.97140
N -0.43044 -0.42071 -0.31806
F -0.47207 -1.50946 -1.18330
C 0.83267 0.02795 -0.10450
C 1.91512 -0.84720 -0.00880
C 3.09457 -0.38646 0.51581
C 3.19262 0.91798 0.96021
C 2.17771 1.81083 0.75438
C 0.97109 1.37934 0.24499
C -3.05909 1.18949 -0.35999
F -4.13432 1.36524 0.40647
F -3.53143 0.48987 -1.43464
F -2.59758 2.38211 -0.82104
H -2.94687 -1.85037 -0.48754
H -2.19655 -2.58150 0.79105
H -3.67426 -1.57158 1.02944
H 1.84738 -1.78917 -0.56270
H 3.88536 -1.02478 0.49400
H 4.04876 1.28560 1.47780
H 2.05230 2.91094 1.09549
H 0.11040 1.98708 0.06401
*
```

***

Record 12
C8H8FN in the gas phase. Source: OMol25; level of theory: ωB97M-V/def2-TZVPD.

Summary:
Kohn-Sham gap (eV): 10.4
SMILES: F/N=C\Cc1ccccc1
Energy above the lowest of the compared OMol25 structures with the same formula, charge and spin (kJ/mol): 182.8
Energy (hartree): -464.178234

Geometry as ORCA input:
```
! RIJCOSX wB97M-V def2-TZVPD def2/J DEFGRID3
* xyz 0 1
F -3.02156 3.08557 -1.42305
N -2.08604 3.08594 -0.38094
C -1.41338 1.99910 -0.25308
C -1.23181 0.53343 -0.90709
C -0.13732 -0.21477 -0.22570
C -0.41578 -1.34265 0.53632
C 0.61285 -2.06104 1.12056
C 1.92756 -1.65566 0.96349
C 2.21028 -0.51891 0.22472
C 1.18367 0.19431 -0.36847
H -0.73075 2.12378 0.58440
H -2.19244 0.02493 -0.82859
H -1.01643 0.69962 -1.96216
H -1.43898 -1.66859 0.66325
H 0.39087 -2.94654 1.69633
H 2.72333 -2.22671 1.41713
H 3.22861 -0.18499 0.09853
H 1.40733 1.07317 -0.95566
*
```